Model A:
13
Properties=species:S:1:pos:R:3:nbo_charge:R:1 method="wB97M-V/def2-TZVPD" homo_ev=-9.65 smiles="N#C/C=C/[C@@H]1CN1" homo_lumo_gap_ev=10.23 total_charge=0 lumo_ev=0.5800
N -0.76 2.16 3.10 -0.337
C -0.16 1.70 2.24 0.267
C 0.39 1.14 0.96 -0.355
C -0.59 0.90 0.13 -0.121
C -0.30 -0.19 -0.98 -0.118
C 0.15 -1.67 -0.54 -0.291
N 1.07 -0.60 -0.92 -0.603
H 1.40 0.64 0.75 0.288
H -1.66 1.38 -0.04 0.241
H -1.06 -0.35 -1.93 0.222
H -0.45 -2.45 -1.35 0.203
H 0.68 -2.11 0.44 0.244
H 1.29 -0.56 -1.85 0.361

***

Model B:
13
Properties=species:S:1:pos:R:3:nbo_charge:R:1 method="wB97M-V/def2-TZVPD" homo_ev=-8.99 smiles="C#C[C@@H]1CN1N=C" homo_lumo_gap_ev=10.07 total_charge=0 lumo_ev=1.0783
C 2.70 -0.06 1.38 -0.182
C 1.81 -0.74 0.89 -0.099
C 0.60 -0.95 0.35 -0.195
C 0.35 -0.49 -1.07 -0.245
N -0.16 0.38 0.04 -0.245
N -1.59 0.05 -0.10 -0.293
C -2.39 1.08 -0.19 -0.088
H 3.43 0.82 2.04 0.292
H -0.20 -1.81 0.59 0.251
H 1.34 -0.34 -1.66 0.222
H -0.40 -1.05 -1.56 0.217
H -1.94 2.02 -0.31 0.164
H -3.55 1.08 -0.39 0.200

***

List of relative energies, unit kcal/mol: model A 0.0; model B 45.5

***

Model A:
13
Properties=species:S:1:pos:R:3:nbo_charge:R:1 method="wB97M-V/def2-TZVPD" homo_ev=-9.74 smiles="C1=N[C@H]1C[C@H]1C=N1" homo_lumo_gap_ev=10.69 total_charge=0 lumo_ev=0.9465
C -1.47 -0.66 0.88 0.065
N -2.23 -1.16 0.02 -0.304
C -0.72 -1.11 -0.25 -0.140
C -0.08 -0.02 -1.08 -0.462
C 1.16 0.45 -0.31 -0.131
C 1.14 1.35 0.83 0.041
N 1.20 0.15 1.19 -0.307
H -1.48 -0.02 1.75 0.212
H -0.19 -2.07 -0.23 0.193
H -0.82 0.79 -1.22 0.215
H 0.23 -0.35 -2.08 0.220
H 2.12 0.29 -0.80 0.185
H 1.15 2.33 1.29 0.211

***

Model B:
13
Properties=species:S:1:pos:R:3:nbo_charge:R:1 method="wB97M-V/def2-TZVPD" homo_ev=-9.22 homo_lumo_gap_ev=8.60 total_charge=0 lumo_ev=-0.6190
N -0.61 -1.82 2.31 -0.292
C -0.90 -1.00 1.55 0.253
C -1.27 0.03 0.59 -0.193
C -0.21 0.68 -0.23 -0.041
C 1.28 0.29 -0.07 -0.585
C 1.37 -0.40 -1.39 -0.011
N -1.20 -0.23 -0.83 -0.537
H -2.13 0.62 0.90 0.246
H -0.37 1.72 -0.50 0.223
H 1.85 1.22 0.07 0.223
H 1.43 -0.38 0.78 0.227
H 1.51 0.41 -2.14 0.097
H -0.77 -1.14 -1.02 0.389

***

Model C:
13
Properties=species:S:1:pos:R:3:nbo_charge:R:1 method="wB97M-V/def2-TZVPD" homo_ev=-9.79 smiles=N#C[C@H]1[C@H]2CCN21 homo_lumo_gap_ev=10.65 total_charge=0 lumo_ev=0.8551
N 2.34 0.29 1.59 -0.273
C 1.62 0.02 0.74 0.219
C 1.06 0.23 -0.58 -0.212
C -0.13 -0.47 -1.06 -0.079
C -0.85 -0.85 0.24 -0.432
C -1.08 0.67 0.41 -0.234
N -0.18 0.99 -0.75 -0.335
H 1.86 0.52 -1.25 0.254
H -0.17 -0.89 -2.06 0.224
H -1.71 -1.53 0.20 0.235
H 0.04 -1.12 0.99 0.221
H -2.05 1.10 0.16 0.215
H -0.75 1.04 1.38 0.197

***

Model D:
13
Properties=species:S:1:pos:R:3:nbo_charge:R:1 method="wB97M-V/def2-TZVPD" homo_ev=-8.54 smiles="C=C1C=N1.CC#N" homo_lumo_gap_ev=8.94 total_charge=0 lumo_ev=0.3979
C -1.75 0.99 -0.40 -0.516
C -0.46 1.23 -0.61 0.073
C 0.82 1.77 -0.19 0.082
N 0.17 2.56 -0.93 -0.272
H -2.17 0.01 -0.56 0.209
H -2.49 1.78 -0.42 0.208
H 1.78 1.55 0.23 0.224
C 0.50 -1.79 0.95 -0.661
C 0.74 -1.11 -0.47 0.256
N 1.51 -1.06 -1.34 -0.332
H 0.88 -2.80 0.84 0.247
H -0.57 -1.82 1.14 0.240
H 1.03 -1.31 1.77 0.242

***

List of relative energies, unit kcal/mol: model A 28.1; model B 54.8; model C 0.0; model D 50.6

***

Model A:
13
Properties=species:S:1:pos:R:3:nbo_charge:R:1 method="wB97M-V/def2-TZVPD" homo_ev=-8.57 homo_lumo_gap_ev=9.11 total_charge=0 lumo_ev=0.5364
C 0.79 -0.11 -0.89 -0.229
C 1.51 -0.66 0.37 -0.498
C 0.23 -0.62 1.07 0.438
N -0.44 0.34 1.49 -0.375
C -1.48 0.82 0.80 -0.150
C -1.58 0.21 -0.47 0.031
N -0.62 -0.55 -0.96 -0.494
H 1.28 -0.46 -1.80 0.218
H 0.85 0.98 -0.85 0.193
H 1.89 -1.67 0.23 0.230
H 2.29 0.01 0.76 0.230
H -2.19 1.49 1.26 0.213
H -2.54 0.23 -1.00 0.194

***

Model B:
13
Properties=species:S:1:pos:R:3:nbo_charge:R:1 method="wB97M-V/def2-TZVPD" homo_ev=-9.74 smiles=N#C[C@H]1[C@H]2CCN21 homo_lumo_gap_ev=10.22 total_charge=0 lumo_ev=0.4783
N 2.33 0.78 1.77 -0.305
C 1.77 0.62 0.77 0.254
C 1.04 0.43 -0.51 -0.230
C 0.19 -0.74 -0.83 -0.033
C -1.00 -1.02 0.01 -0.457
C -0.98 0.67 0.51 -0.242
N -0.25 0.99 -0.68 -0.332
H 1.68 0.71 -1.36 0.252
H 0.62 -1.46 -1.58 0.219
H -1.99 -0.84 -0.43 0.227
H -1.02 -2.07 0.40 0.218
H -1.94 1.21 0.47 0.217
H -0.45 0.72 1.46 0.212

***

Model C:
13
Properties=species:S:1:pos:R:3:lowdin_charge:R:1 method="wB97M-V/def2-TZVPD" homo_ev="-8.38 / -7.74" homo_lumo_gap_ev="8.38 / 7.88" total_charge=0 lumo_ev="0.0010 / 0.1347"
C -2.28 1.53 0.07 0.001
C -3.33 0.74 -0.08 -0.097
C -1.52 0.42 0.41 -0.229
C 0.95 0.16 0.05 -0.110
C -0.45 -0.17 -0.48 -0.262
N -4.13 -0.35 -0.25 -0.079
N -3.37 -1.13 0.21 0.122
H -1.33 -0.06 1.44 0.154
H 1.57 0.65 -0.71 0.072
H 1.43 -0.75 0.39 0.072
H 0.88 1.04 0.73 0.088
H -0.57 -1.29 -0.16 0.125
H -0.63 -0.09 -1.61 0.142

***

List of relative energies, unit kcal/mol: model A 0.0; model B 16.9; model C 107.8

***

Model A:
13
Properties=species:S:1:pos:R:3:nbo_charge:R:1 method="wB97M-V/def2-TZVPD" homo_ev=-8.55 homo_lumo_gap_ev=9.45 total_charge=0 lumo_ev=0.8979
C 0.75 1.30 0.19 -0.176
C 0.75 0.34 1.44 -0.436
C -0.07 -0.55 0.55 0.347
N -0.81 -1.60 0.42 -0.463
C -1.20 -1.50 -0.91 -0.091
C -0.76 -0.33 -1.52 -0.126
N 0.01 0.24 -0.53 -0.349
H 1.73 1.52 -0.23 0.203
H 0.17 2.21 0.34 0.204
H 1.72 -0.06 1.73 0.225
H 0.20 0.70 2.31 0.225
H -1.61 -2.42 -1.30 0.213
H -0.88 0.14 -2.49 0.224

***

Model B:
13
Properties=species:S:1:pos:R:3:nbo_charge:R:1 method="wB97M-V/def2-TZVPD" homo_ev=-8.43 homo_lumo_gap_ev=9.39 total_charge=0 lumo_ev=0.9613
C -0.56 -1.73 1.54 -0.191
C 0.72 -1.60 1.71 -0.168
C 0.10 0.28 -0.89 -0.478
C -0.24 1.64 -0.49 -0.357
C -0.11 -0.44 1.12 0.083
N -0.32 1.78 0.99 -0.081
N -0.36 0.80 1.72 -0.151
H -1.40 -2.58 1.53 0.238
H 1.60 -2.16 2.04 0.244
H -0.54 -0.17 -1.61 0.208
H 1.12 0.04 -0.95 0.203
H 0.59 2.39 -0.56 0.222
H -1.17 2.08 -0.95 0.228

***

List of relative energies, unit kcal/mol: model A 0.0; model B 107.6

***

Model A:
13
Properties=species:S:1:pos:R:3:nbo_charge:R:1 method="wB97M-V/def2-TZVPD" homo_ev=-8.99 homo_lumo_gap_ev=9.13 total_charge=0 lumo_ev=0.1443
H 1.97 -2.28 0.73 0.315
N 1.28 -1.80 1.33 -0.676
C 0.74 -0.89 0.56 0.386
N 1.12 -0.63 -0.73 -0.831
C -0.47 -0.19 1.09 -0.171
C -1.22 0.79 0.52 -0.273
C -1.05 1.34 -0.77 -0.060
C -0.97 1.81 -1.89 -0.213
H 0.83 0.22 -1.26 0.420
H 2.02 -1.02 -0.96 0.383
H -0.75 -0.47 2.11 0.235
H -2.14 1.18 1.04 0.243
H -0.91 2.21 -2.88 0.243

***

Model B:
13
Properties=species:S:1:pos:R:3:nbo_charge:R:1 method="wB97M-V/def2-TZVPD" homo_ev=-8.92 homo_lumo_gap_ev=9.94 total_charge=0 lumo_ev=1.0187
C -1.21 -0.47 -0.09 -0.196
C -1.33 1.04 0.25 -0.443
C 0.15 0.83 0.42 0.389
N 1.20 1.18 -0.25 -0.466
C 1.92 -0.01 -0.35 -0.067
C 1.24 -1.06 0.19 -0.115
N 0.07 -0.53 0.73 -0.396
H -0.90 -0.61 -1.13 0.199
H -1.98 -1.18 0.20 0.206
H -1.63 1.72 -0.55 0.233
H -1.88 1.23 1.17 0.227
H 2.86 -0.04 -0.88 0.211
H 1.49 -2.11 0.28 0.218

***

Model C:
13
Properties=species:S:1:pos:R:3:nbo_charge:R:1 method="wB97M-V/def2-TZVPD" homo_ev=-8.81 homo_lumo_gap_ev=9.71 total_charge=0 lumo_ev=0.8987
C -1.59 -0.56 0.05 -0.141
C -1.33 0.97 0.12 -0.467
C 0.11 0.59 0.09 0.384
N 1.26 1.17 -0.02 -0.502
C 2.12 0.12 -0.19 -0.060
C 1.56 -1.13 -0.24 -0.147
N 0.03 -0.75 0.06 -0.398
H -2.14 -0.86 -0.85 0.210
H -2.12 -0.94 0.93 0.209
H -1.66 1.56 -0.74 0.231
H -1.65 1.49 1.03 0.230
H 3.19 0.33 -0.26 0.213
H 2.22 -1.99 0.02 0.237

***

Model D:
13
Properties=species:S:1:pos:R:3:nbo_charge:R:1 method="wB97M-V/def2-TZVPD" homo_ev=-8.42 homo_lumo_gap_ev=9.52 total_charge=0 lumo_ev=1.0969
N 1.93 1.16 0.90 -0.305
C 1.72 -0.06 1.16 0.016
C 1.35 0.31 -0.18 0.030
C -0.64 -0.52 -1.30 -0.011
C -1.68 -0.65 -0.47 -0.285
C -1.11 0.45 0.39 -0.239
N 0.00 0.56 -0.61 -0.430
H 1.99 0.08 -1.03 0.183
H -0.30 -0.95 -2.24 0.204
H -2.61 -1.21 -0.48 0.217
H 1.81 -0.72 2.02 0.211
H -1.69 1.38 0.46 0.213
H -0.76 0.16 1.39 0.196

***

List of relative energies, unit kcal/mol: model A 13.3; model B 0.0; model C 21.3; model D 51.3

***

Model A:
14
Properties=species:S:1:pos:R:3:nbo_charge:R:1 method="wB97M-V/def2-TZVPD" homo_ev=-8.97 smiles=C1P[C@H]1P1CC1 homo_lumo_gap_ev=9.99 total_charge=0 lumo_ev=1.0121
C -1.19 1.47 0.08 -0.653
P 0.54 1.69 0.63 0.432
C -0.18 0.76 -0.79 -0.795
P -0.39 -1.08 -1.05 0.714
C 1.08 -1.81 -0.24 -0.646
C 0.01 -1.51 0.70 -0.652
H -1.70 2.29 -0.28 0.228
H -1.73 0.84 0.85 0.229
H 0.68 3.06 0.19 -0.030
H -0.03 1.49 -1.68 0.257
H 1.99 -1.39 -0.33 0.229
H 1.15 -2.86 -0.52 0.225
H -0.49 -2.32 1.15 0.231
H 0.24 -0.62 1.29 0.231

***

Model B:
14
Properties=species:S:1:pos:R:3:nbo_charge:R:1 method="wB97M-V/def2-TZVPD" homo_ev="-7.03 / -7.07" homo_lumo_gap_ev="6.81 / 6.84" total_charge=0 lumo_ev="-0.2217 / -0.2288"
C -1.33 1.46 -0.44 -0.622
C -2.73 1.83 -0.18 -0.681
C 1.81 -1.97 0.88 -0.656
C 1.84 -1.30 -0.45 -0.443
P 0.07 2.39 -0.33 0.408
P 0.08 0.31 -1.10 0.301
H -3.12 2.37 -1.13 0.248
H -2.96 2.57 0.72 0.223
H -3.35 1.04 0.04 0.223
H 2.00 -2.99 0.95 0.211
H 0.84 -1.85 1.34 0.211
H 2.49 -1.40 1.48 0.204
H 1.71 -1.81 -1.34 0.188
H 2.66 -0.64 -0.43 0.187

***

Model C:
14
Properties=species:S:1:pos:R:3:nbo_charge:R:1 method="wB97M-V/def2-TZVPD" homo_ev="-7.27 / -7.27" homo_lumo_gap_ev="6.45 / 6.45" total_charge=0 lumo_ev="-0.8214 / -0.8216"
C -1.55 -0.87 0.47 -0.931
C 0.87 -0.52 -1.27 -0.646
C 0.65 1.12 0.61 -0.672
C 0.65 -0.24 0.21 -0.145
P -2.26 0.45 1.51 0.253
P -2.52 0.14 -0.53 0.431
H -1.64 -1.93 0.49 0.214
H 0.19 -1.33 -1.61 0.217
H 1.93 -0.86 -1.38 0.213
H 0.68 0.46 -1.78 0.202
H 1.46 1.50 1.24 0.235
H -0.20 1.28 1.38 0.207
H 0.65 1.85 -0.15 0.217
H 1.10 -1.05 0.82 0.206

***

List of relative energies, unit kcal/mol: model A 0.0; model B 48.4; model C 36.6

***

Model A:
11
Properties=species:S:1:pos:R:3:nbo_charge:R:1 method="wB97M-V/def2-TZVPD" homo_ev=-2.63 homo_lumo_gap_ev=6.66 total_charge=-1 lumo_ev=4.0241
S 2.22 0.86 -2.60 -1.045
H 0.89 0.73 -2.45 0.062
N 0.78 0.00 0.37 -0.897
C -0.45 0.02 1.11 -0.031
N -1.59 -0.54 0.36 -0.830
H 0.75 -0.25 -0.60 0.408
H 1.46 0.65 0.71 0.381
H -0.78 1.00 1.46 0.140
H -0.43 -0.61 2.00 0.132
H -1.37 -1.54 0.27 0.335
H -1.48 -0.31 -0.63 0.346

***

Model B:
11
Properties=species:S:1:pos:R:3:nbo_charge:R:1 method="wB97M-V/def2-TZVPD" homo_ev=-2.74 homo_lumo_gap_ev=6.92 total_charge=-1 lumo_ev=4.1790
S -0.69 -3.30 -0.46 -1.038
H 0.50 -3.60 -1.01 0.088
N -0.50 0.07 -0.57 -0.938
C -0.12 0.62 0.69 -0.046
N 0.80 1.77 0.62 -0.847
H -0.53 -0.95 -0.66 0.440
H -0.84 0.66 -1.31 0.349
H -0.97 0.95 1.32 0.129
H 0.36 -0.18 1.25 0.192
H 1.62 1.47 0.11 0.342
H 0.37 2.47 0.02 0.329

***

Model C:
11
Properties=species:S:1:pos:R:3:nbo_charge:R:1 method="wB97M-V/def2-TZVPD" homo_ev=-2.62 homo_lumo_gap_ev=6.51 total_charge=-1 lumo_ev=3.8884
S 2.58 1.73 -1.67 -1.052
H 1.71 1.45 -2.83 0.089
N 0.12 0.72 0.45 -0.895
C -1.00 -0.20 0.20 -0.046
N -0.48 -1.56 0.55 -0.826
H 0.67 0.82 -0.44 0.435
H 0.67 0.51 1.29 0.347
H -1.43 -0.28 -0.74 0.173
H -1.85 0.02 0.81 0.121
H -1.25 -1.89 1.22 0.314
H 0.26 -1.32 1.15 0.339

***

Model D:
11
Properties=species:S:1:pos:R:3:nbo_charge:R:1 method="wB97M-V/def2-TZVPD" homo_ev=-2.86 homo_lumo_gap_ev=6.99 total_charge=-1 lumo_ev=4.1273
S 0.43 -1.15 -2.95 -1.048
H 0.72 0.06 -2.44 0.072
N 0.89 0.94 0.62 -0.859
C -0.33 0.33 1.12 -0.060
N -0.93 -0.89 0.46 -0.898
H 0.60 1.35 -0.24 0.368
H 1.63 0.23 0.61 0.369
H -1.18 0.99 1.17 0.160
H -0.21 0.10 2.22 0.144
H -0.14 -1.29 -0.23 0.389
H -1.47 -0.68 -0.34 0.362

***

List of relative energies, unit kcal/mol: model A 7.5; model B 0.0; model C 22.5; model D 9.7

***

Model A:
13
Properties=species:S:1:pos:R:3:nbo_charge:R:1 method="wB97M-V/def2-TZVPD" homo_ev=-8.74 homo_lumo_gap_ev=9.22 total_charge=0 lumo_ev=0.4869
C 1.89 -0.10 -0.41 -0.420
C -0.37 -0.86 0.21 0.172
H 2.27 0.39 0.48 0.213
H 2.55 0.02 -1.57 0.221
H 1.90 -1.30 -0.06 0.190
H 0.18 1.03 1.55 0.350
H -0.61 2.04 0.09 0.400
H -0.16 -2.01 0.39 0.229
H -3.99 -0.29 -0.49 0.141
N 0.48 0.20 -0.51 -0.309
N 0.22 1.37 0.36 -0.733
N -1.69 -0.84 0.30 -0.612
S -2.68 0.37 -0.33 0.158

***

Model B:
13
Properties=species:S:1:pos:R:3:nbo_charge:R:1 method="wB97M-V/def2-TZVPD" homo_ev=-8.65 homo_lumo_gap_ev=8.47 total_charge=0 lumo_ev=-0.1851
C -1.61 0.98 0.97 -0.404
C -0.01 -0.32 -0.35 0.238
H -1.49 1.95 1.55 0.203
H -2.60 1.04 0.17 0.215
H -2.09 0.18 1.76 0.177
H 0.29 1.20 1.11 0.381
H 1.90 0.42 -0.05 0.389
H 1.15 -1.46 -2.24 0.381
H 2.63 -2.30 -0.41 0.227
N -0.38 0.77 0.44 -0.622
N 1.26 -0.27 -0.50 -0.432
N 2.06 -1.04 -1.24 -0.576
S -1.10 -1.15 -1.21 -0.176

***

List of relative energies, unit kcal/mol: model A 0.0; model B 13.0